The following is a quantum chemistry calculation of an isolated molecule of C3H5N3O, from the OMol25 dataset.

Geometry as XYZ:
```
12
Properties=species:S:1:pos:R:3:forces:R:3
O -2.682 0.891 -0.203 -0.1 0.0 -0.3
C -1.761 -0.107 0.125 0.2 -0.2 0.1
C -0.349 0.209 -0.284 0.2 0.3 0.0
N 0.219 1.167 -0.823 -0.5 0.0 0.0
N 2.575 0.505 -0.370 0.0 -0.3 0.1
C 1.938 -0.563 -0.069 0.2 0.2 0.1
N 0.624 -0.789 -0.266 0.0 -0.4 -0.1
H -2.720 0.968 -1.165 0.0 0.1 0.2
H -1.992 -1.091 -0.311 0.0 0.2 0.1
H -1.765 -0.218 1.213 0.0 0.0 -0.1
H 3.542 0.461 -0.048 -0.1 0.0 0.0
H 2.415 -1.456 0.353 0.0 0.1 0.0
```
Positions in Å, forces in eV/Å.

Properties
E: -356.6646 a.u.
Lowest unoccupied orbital energy (spin up / spin down): -1.80 / -1.18 eV
E_HOMO (spin up / spin down): -9.364 / -9.574 eV
Charge: 0
Frontier orbital gap (spin up / spin down): 7.56 / 8.39 eV

***

The following is a quantum chemistry calculation of a structure of composition C4H6O in a non-equilibrium geometry, from the OMol25 dataset.

Geometry as XYZ:
```
11
Properties=species:S:1:pos:R:3:forces:R:3
O -0.556 2.212 -0.871 0.2 0.2 0.2
C 0.252 1.346 -0.594 0.7 0.8 -1.7
C -0.553 -0.077 0.488 -0.3 -2.5 -0.5
C 0.125 -0.079 -0.914 0.0 1.0 -0.3
C 0.081 -1.010 1.176 -0.1 -0.5 1.0
H 1.164 1.498 0.025 -0.2 0.4 0.0
H -1.615 0.158 0.515 0.2 -0.2 0.0
H -0.642 -0.481 -1.583 0.2 0.6 -0.1
H 1.039 -0.690 -0.968 -0.5 0.5 0.2
H -0.463 -1.830 1.597 -0.1 0.1 1.6
H 1.168 -1.049 1.130 -0.2 -0.5 -0.3
```
Positions in Å, forces in eV/Å.

Properties
E: -231.1288 a.u.
Lowest unoccupied orbital energy: 0.28 eV
E_HOMO: -8.841 eV
Charge: 0
Frontier orbital gap: 9.12 eV

***

The following is a quantum chemistry calculation of a structure of composition C12H7IrN2O5 in a non-equilibrium geometry, from the OMol25 dataset.

Geometry as XYZ:
```
27
Properties=species:S:1:pos:R:3:forces:R:3
O -1.503 4.009 -3.630 1.3 0.3 -0.4
C -0.586 3.363 -3.332 -0.2 -0.9 0.8
Ir -0.056 0.633 -2.320 1.3 -3.4 0.7
O -0.815 2.164 0.213 1.3 -2.4 -3.7
C -0.505 1.603 -0.763 -2.1 4.6 5.0
C -0.155 -1.264 -1.385 0.5 -2.1 -3.3
O -0.256 -2.345 -1.944 0.2 2.6 1.3
C 1.753 0.851 -2.987 5.8 1.6 -2.1
O 2.877 0.962 -3.271 -4.5 -0.8 1.2
C -1.572 0.351 -3.457 -6.4 0.6 -4.1
O -2.593 0.302 -4.018 4.7 -0.1 2.5
H 0.612 3.262 -3.382 -1.1 1.2 -0.7
N -1.512 -1.976 1.737 0.1 0.3 -0.2
C -1.558 -1.918 0.418 1.9 1.0 0.4
N -0.469 -1.218 -0.015 -0.6 -0.3 3.3
C 0.256 -0.752 1.129 -2.2 -1.7 -1.6
C 1.424 -0.023 1.229 1.1 0.8 0.1
C 1.964 0.161 2.519 0.1 -0.1 1.2
C 1.332 -0.386 3.656 1.3 1.2 -0.9
C 0.116 -1.087 3.506 -0.6 -0.8 0.9
C -0.403 -1.248 2.225 -1.0 -0.8 -1.4
H -2.181 -2.551 2.228 -0.3 0.0 0.7
H -2.296 -2.235 -0.299 -0.3 -0.7 0.3
H 1.855 0.407 0.324 0.3 -0.1 0.4
H 2.891 0.733 2.645 -0.4 -0.2 -0.1
H 1.784 -0.227 4.642 -0.3 -0.2 -0.3
H -0.405 -1.571 4.331 0.3 0.2 0.2
```
Positions in Å, forces in eV/Å.

Properties
E: -1050.1028 a.u.
Lowest unoccupied orbital energy (spin up / spin down): -11.97 / -15.69 eV
E_HOMO (spin up / spin down): -16.452 / -21.619 eV
Charge: +3
Multiplicity: 6
Expectation value of S²: 8.788
Frontier orbital gap (spin up / spin down): 4.48 / 5.93 eV